No. 1
ORCA calculation (wB97M-V/def2-TZVPD) on a molecular structure, C19H44FeN3O2P2 at a distorted geometry.

Each line ends with the Mulliken charge.
Geometry (Å):
Fe 0.02 0.06 -0.29  -0.407
P 0.00 -1.99 -1.19  1.127
P 0.10 2.11 0.68  0.502
N 1.32 0.65 -1.73  -0.386
C 1.62 -1.80 -2.05  -1.181
H 2.29 -2.59 -1.68  0.327
H 1.46 -1.99 -3.12  0.572
C 2.32 -0.46 -1.86  -0.630
H 2.96 -0.45 -0.96  0.216
H 2.98 -0.23 -2.72  0.569
C 1.96 2.00 -1.47  -1.057
H 1.47 2.74 -2.12  0.395
H 3.03 1.95 -1.73  0.451
C 1.81 2.35 0.01  -0.959
H 2.08 3.40 0.18  0.664
H 2.48 1.73 0.63  0.417
C 0.34 2.79 2.39  0.669
C 0.72 1.66 3.35  -1.023
H 1.70 1.23 3.10  0.165
H -0.03 0.85 3.34  0.182
H 0.78 2.05 4.37  0.538
C -0.86 3.40 -0.24  0.782
C -2.35 3.30 0.09  -1.559
H -2.93 3.52 -0.82  0.390
H -2.65 4.03 0.85  0.431
H -2.64 2.30 0.44  0.249
C -1.28 -2.41 -2.45  0.764
C -2.54 -3.00 -1.82  -1.653
H -3.36 -2.94 -2.54  0.509
H -2.86 -2.46 -0.92  0.269
H -2.42 -4.06 -1.56  0.352
C 0.28 -3.52 -0.16  0.846
C -0.83 -3.79 0.86  -1.459
H -0.41 -4.40 1.67  0.438
H -1.67 -4.34 0.41  0.380
H -1.23 -2.87 1.31  0.146
C -1.46 -0.25 0.66  0.590
C -0.27 4.81 -0.06  -1.678
H 0.56 4.86 0.66  0.443
H 0.12 5.19 -1.02  0.241
H -1.04 5.52 0.29  0.452
C -0.78 -3.28 -3.62  -1.538
H -1.56 -3.98 -3.93  0.378
H -0.54 -2.64 -4.48  0.353
H 0.12 -3.86 -3.38  0.378
C 0.62 -4.80 -0.93  -1.633
H 0.87 -5.58 -0.19  0.464
H -0.22 -5.18 -1.53  0.317
H 1.50 -4.69 -1.57  0.331
C -0.79 3.64 2.98  -1.572
H -1.76 3.11 2.97  0.319
H -0.55 3.85 4.03  0.485
H -0.91 4.60 2.48  0.317
H 1.22 3.44 2.28  0.502
H 1.19 -3.23 0.40  0.263
H -0.72 3.11 -1.30  0.654
H -1.53 -1.41 -2.84  0.536
O -2.18 -0.56 1.55  -0.351
H 0.82 0.72 -2.62  0.339
H -1.21 0.36 -1.22  -0.487
C 4.52 -1.36 2.36  -0.785
N 3.28 -1.76 2.98  -0.292
C 2.07 -1.48 2.45  0.466
N 1.02 -1.96 3.18  -0.292
O 1.92 -0.86 1.36  -0.628
H 4.32 -0.72 1.48  0.197
H 5.09 -2.24 2.04  0.317
H 5.13 -0.80 3.08  0.338
H 3.30 -2.28 3.85  0.179
H 0.08 -1.67 2.95  0.152
H 1.19 -2.34 4.10  0.208

Output
**Charge**: +2
**Max |F|**: 0.216 Eh/bohr
**2S+1**: 6
**Frontier orbital gap (alpha / beta)**: 8.069 / 7.172 eV
**Energy relative to the best compared isomer or geometry (same formula, charge and spin)**: 0.0 kcal per mole
**⟨S²⟩**: 8.770
**LUMO energy (alpha / beta)**: -5.70 / -8.20 eV
**E_tot**: -3010.8954 Ha

No. 2
ORCA calculation (wB97M-V/def2-TZVPD) on 4 unconnected molecules or ions with the total composition C19H44IO2Si at a distorted geometry.

Each line ends with the Mulliken charge.
Geometry (Å):
O 0.05 -3.03 -1.50  -0.609
C -0.64 -3.07 -2.54  0.456
O -0.13 -3.29 -3.69  -0.699
Si -2.54 -2.85 -2.51  0.443
I -3.47 -5.18 -2.52  -0.239
H -3.01 -2.07 -1.35  -0.156
H -2.92 -2.23 -3.79  -0.147
C -3.01 3.08 1.69  -1.212
C -1.62 2.46 1.73  -0.216
C -1.28 1.66 0.47  -0.576
C -2.18 0.45 0.20  -0.631
C -2.23 -0.59 1.32  -0.515
C -0.88 -1.24 1.60  -1.112
H -3.79 2.32 1.64  0.401
H -3.18 3.67 2.59  0.379
H -3.12 3.75 0.83  0.184
H -1.52 1.83 2.61  0.388
H -0.88 3.26 1.83  0.048
H -0.24 1.33 0.53  0.361
H -1.34 2.33 -0.40  0.335
H -1.83 -0.04 -0.72  0.280
H -3.20 0.79 -0.01  0.286
H -2.94 -1.37 1.03  0.423
H -2.63 -0.14 2.24  0.305
H -0.49 -1.73 0.70  0.214
H -0.99 -2.00 2.38  0.379
H -0.15 -0.51 1.95  0.283
C 4.04 -6.79 2.18  -1.195
C 2.98 -7.62 1.46  -0.340
C 3.19 -7.71 -0.05  -0.748
C 3.13 -6.38 -0.79  -0.822
C 1.83 -5.59 -0.63  -0.099
C 0.61 -6.32 -1.16  -1.048
H 4.03 -5.76 1.85  0.291
H 3.86 -6.80 3.26  0.372
H 5.04 -7.21 2.01  0.288
H 1.99 -7.22 1.68  0.260
H 2.99 -8.64 1.88  0.361
H 2.45 -8.40 -0.47  0.301
H 4.17 -8.17 -0.24  0.394
H 3.29 -6.57 -1.86  0.405
H 3.97 -5.74 -0.48  0.313
H 1.93 -4.64 -1.16  0.278
H 1.67 -5.33 0.43  0.160
H 0.73 -6.55 -2.23  0.298
H -0.28 -5.70 -1.05  0.136
H 0.43 -7.26 -0.62  0.367
C -1.08 8.07 -2.39  -1.169
C 0.28 7.69 -1.81  -0.434
C 0.38 6.22 -1.40  -0.925
C -0.58 5.79 -0.29  0.011
C -0.47 6.58 1.02  -0.543
C 0.89 6.44 1.69  -1.229
H -1.88 7.94 -1.66  0.275
H -1.08 9.12 -2.70  0.379
H -1.31 7.46 -3.27  0.292
H 0.52 8.34 -0.97  0.232
H 1.05 7.89 -2.57  0.363
H 1.41 6.01 -1.09  0.356
H 0.19 5.59 -2.28  0.407
H -0.41 4.73 -0.08  -0.124
H -1.61 5.87 -0.65  0.382
H -1.24 6.21 1.71  0.353
H -0.69 7.64 0.85  0.387
H 1.11 5.39 1.90  0.273
H 0.90 6.98 2.63  0.388
H 1.69 6.84 1.07  0.302

Output
**Charge**: -1
**Max |F|**: 0.056 Eh/bohr
**2S+1**: 1
**Frontier orbital gap**: 6.940 eV
**Energy relative to the best compared isomer or geometry (same formula, charge and spin)**: 0.0 kcal per mole
**LUMO energy**: 2.40 eV
**E_tot**: -1488.1048 Ha

No. 3
ORCA calculation (wB97M-V/def2-TZVPD) on 6 unconnected molecules or ions with the total composition C19H45BF2N6O9S at a distorted geometry.

Each line ends with the Mulliken charge.
Geometry (Å):
C 4.12 1.05 1.54  -0.908
C 3.63 1.05 0.03  -0.090
C 2.09 1.02 -0.15  -0.310
F 1.58 2.08 0.62  -0.335
N 1.38 -0.20 0.31  0.385
B 0.72 -0.05 1.65  0.673
O 1.26 -0.42 2.88  -0.601
O -0.61 0.46 1.66  -0.468
C -1.28 0.22 0.38  0.049
S 2.25 -1.64 0.13  1.227
O 1.24 -2.73 0.28  -0.707
O 2.82 -1.72 -1.24  -0.584
F 3.35 -1.90 1.30  -0.231
H 3.29 1.13 2.28  0.092
H 4.75 1.96 1.70  0.431
H 4.79 0.19 1.70  0.247
H 3.97 2.03 -0.39  -0.043
H 4.18 0.29 -0.58  0.425
H 1.76 1.23 -1.19  0.354
H 0.49 -0.63 3.42  0.307
H -0.88 0.89 -0.42  0.113
H -1.24 -0.85 0.10  0.223
H -2.36 0.50 0.50  -0.215
C 2.93 2.62 6.29  -0.821
N 4.00 2.46 5.32  -0.130
C 4.48 3.37 4.44  0.900
C 3.86 4.74 4.43  -1.395
O 5.39 3.07 3.68  -0.666
H 3.34 2.43 7.29  0.294
H 2.15 1.89 6.08  0.244
H 2.51 3.62 6.26  0.326
H 4.46 1.57 5.26  0.226
H 4.35 5.35 3.67  0.319
H 2.80 4.68 4.19  0.333
H 3.99 5.22 5.40  0.384
C -7.69 0.45 0.50  -0.849
N -6.39 0.01 0.04  -0.163
C -5.17 0.34 0.53  0.942
C -5.11 1.29 1.69  -1.229
O -4.15 -0.13 0.02  -0.698
H -8.27 -0.43 0.79  0.313
H -8.20 0.94 -0.34  0.266
H -7.62 1.14 1.33  0.343
H -6.34 -0.64 -0.74  0.197
H -4.07 1.46 1.96  0.211
H -5.55 2.25 1.42  0.339
H -5.63 0.87 2.55  0.351
C -8.98 -5.46 -1.10  -0.817
N -9.10 -4.30 -0.25  -0.164
C -9.33 -3.01 -0.61  0.766
C -9.47 -2.70 -2.08  -1.328
O -9.40 -2.14 0.24  -0.674
H -9.75 -6.19 -0.82  0.283
H -8.00 -5.91 -0.94  0.284
H -9.09 -5.21 -2.15  0.316
H -9.01 -4.42 0.75  0.234
H -9.65 -1.64 -2.21  0.260
H -8.56 -2.97 -2.61  0.378
H -10.32 -3.25 -2.49  0.424
C 4.24 -5.78 -1.52  -0.574
N 5.32 -5.95 -2.47  -0.154
C 5.82 -5.04 -3.35  0.698
C 5.20 -3.67 -3.36  -1.083
O 6.75 -5.34 -4.08  -0.663
H 4.62 -5.97 -0.51  0.270
H 3.46 -6.51 -1.74  0.270
H 3.81 -4.78 -1.56  0.110
H 5.78 -6.84 -2.51  0.219
H 5.70 -3.05 -4.11  0.318
H 4.14 -3.74 -3.63  0.315
H 5.31 -3.19 -2.39  0.277
C 1.81 4.75 -4.10  -0.904
N 2.53 4.20 -2.97  -0.094
C 3.87 4.15 -2.77  0.865
C 4.77 4.73 -3.83  -1.430
O 4.32 3.64 -1.75  -0.625
H 1.14 5.54 -3.74  0.298
H 1.21 3.96 -4.56  0.293
H 2.48 5.16 -4.85  0.342
H 2.00 3.79 -2.22  0.154
H 5.80 4.61 -3.52  0.295
H 4.63 4.20 -4.78  0.380
H 4.56 5.79 -3.96  0.387

Output
**Max |F|**: 0.127 Eh/bohr
**2S+1**: 1
**Frontier orbital gap**: 9.489 eV
**SMILES**: CC[C@H](F)N(B(O)OC)S(=O)(=O)F.CNC(C)=O.CNC(C)=O.CNC(C)=O.CNC(C)=O.CNC(C)=O
**LUMO energy**: 0.48 eV
**E_tot**: -2379.5468 Ha

No. 4
ORCA calculation (wB97M-V/def2-TZVPD) on 3 unconnected molecules or ions with the total composition C19H45BN2O5.

Each line ends with the Mulliken charge.
Geometry (Å):
C 2.38 2.73 0.58  -1.293
C 1.86 1.92 -0.61  -0.029
O 1.47 0.61 -0.21  -0.271
C 0.08 0.35 -0.28  -1.011
C -0.72 0.91 0.90  -0.422
C -0.11 0.65 2.28  -0.090
C -0.34 -0.76 2.85  -0.678
C 0.56 -1.85 2.22  -0.507
B 1.60 -2.45 3.24  0.124
C 3.10 -1.99 3.33  -0.539
C 3.45 -1.21 4.62  -0.860
C 2.48 -0.07 4.91  0.012
C 3.08 1.01 5.81  0.506
O 4.23 1.10 6.11  -0.556
O 2.18 1.92 6.26  -0.510
H 3.05 2.10 1.17  0.225
H 1.56 3.06 1.22  0.259
H 2.94 3.60 0.23  0.451
H 2.66 1.80 -1.35  0.198
H 1.02 2.43 -1.09  0.353
H -0.33 0.76 -1.21  0.612
H -0.04 -0.74 -0.33  0.386
H -1.73 0.51 0.83  0.169
H -0.81 2.00 0.77  0.289
H 0.96 0.87 2.23  -0.234
H -0.55 1.38 2.98  0.406
H -0.21 -0.71 3.94  0.427
H -1.40 -1.01 2.70  0.429
H -0.08 -2.67 1.86  0.151
H 1.11 -1.44 1.37  0.167
H 1.24 -3.33 3.98  -0.125
H 3.73 -2.89 3.32  0.352
H 3.37 -1.38 2.46  0.196
H 3.49 -1.90 5.47  0.299
H 4.46 -0.79 4.53  0.337
H 2.21 0.43 3.98  0.001
H 1.57 -0.44 5.39  0.406
H 1.30 1.72 5.91  0.352
C -4.87 1.69 -0.71  -0.823
O -4.20 0.44 -0.61  -0.249
C -4.90 -0.57 0.09  -0.694
C -5.93 -1.33 -0.75  0.349
C -7.21 -0.55 -1.02  -1.431
N -5.39 -1.81 -2.02  -0.722
H -5.45 1.90 0.19  0.366
H -5.52 1.73 -1.59  0.256
H -4.10 2.46 -0.82  0.261
H -4.13 -1.28 0.41  0.290
H -5.36 -0.15 0.99  0.444
H -6.20 -2.21 -0.16  0.393
H -7.07 0.20 -1.79  0.285
H -8.00 -1.22 -1.36  0.359
H -7.57 -0.05 -0.11  0.346
H -4.61 -2.44 -1.85  0.275
H -4.98 -1.02 -2.51  0.308
C 3.40 1.67 -4.99  -0.750
O 2.28 1.39 -4.17  -0.272
C 1.36 0.46 -4.69  -0.725
C 1.72 -1.01 -4.44  0.403
C 2.84 -1.54 -5.33  -1.548
N 2.06 -1.27 -3.04  -0.679
H 3.13 1.64 -6.05  0.345
H 4.22 0.96 -4.81  0.257
H 3.75 2.67 -4.74  0.246
H 0.42 0.66 -4.18  0.291
H 1.20 0.64 -5.76  0.469
H 0.82 -1.59 -4.67  0.418
H 3.82 -1.19 -4.99  0.277
H 2.87 -2.63 -5.30  0.387
H 2.71 -1.23 -6.37  0.364
H 1.27 -1.03 -2.45  0.182
H 2.79 -0.62 -2.76  0.340

Output
**Max |F|**: 0.013 Eh/bohr
**2S+1**: 1
**Frontier orbital gap**: 9.615 eV
**SMILES**: CCOCCCCCBCCCC(=O)O.COC[C@@H](C)N.COC[C@@H](C)N
**LUMO energy**: 0.43 eV
**E_tot**: -1261.4353 Ha

No. 5
ORCA calculation (wB97M-V/def2-TZVPD) on a molecular structure, C19H45Cl3MoP2 at a distorted geometry.

Each line ends with the Mulliken charge.
Geometry (Å):
Mo 0.29 -0.28 0.38  -1.941
Cl 0.67 -0.02 -1.99  -0.419
P -0.37 -2.51 -0.15  0.952
C 0.78 -3.41 -1.32  0.817
C -0.62 -3.68 1.29  0.678
C -1.94 -2.52 -1.13  0.649
C 2.22 -2.91 -1.30  -1.389
H 0.34 -3.17 -2.31  0.537
C 0.78 -4.94 -1.13  -1.677
H 1.26 -5.23 -0.19  0.298
H 1.36 -5.38 -1.95  0.468
H -0.22 -5.39 -1.18  0.328
H 2.30 -1.84 -1.52  0.154
H 2.78 -3.45 -2.08  0.488
H 2.72 -3.12 -0.35  0.228
H -1.63 -2.00 -2.05  0.507
C -3.07 -1.70 -0.48  -1.411
C -2.40 -3.93 -1.50  -1.543
H -1.73 -4.42 -2.21  0.309
H -3.39 -3.88 -1.98  0.471
H -2.50 -4.58 -0.62  0.286
H -2.70 -0.87 0.13  0.187
H -3.71 -2.33 0.15  0.304
H -3.70 -1.28 -1.28  0.470
C 0.58 -3.65 2.23  -1.554
H -0.70 -4.67 0.83  0.631
C -1.92 -3.41 2.06  -1.319
H 1.52 -3.95 1.73  0.259
H 0.41 -4.38 3.04  0.494
H 0.73 -2.66 2.68  0.124
H -2.00 -2.35 2.33  0.125
H -1.89 -4.00 3.00  0.479
H -2.81 -3.71 1.51  0.219
Cl -1.19 0.02 2.22  -0.535
H -0.62 1.17 -0.06  0.363
P 0.35 2.56 -0.15  0.489
C -0.61 3.23 -1.59  0.814
C -0.08 3.64 1.26  0.581
C 2.10 2.90 -0.64  1.034
C -1.93 2.49 -1.84  -1.372
H 0.08 3.00 -2.43  0.524
C -0.86 4.74 -1.53  -1.794
H -1.66 4.99 -0.83  0.311
H -1.17 5.07 -2.53  0.473
H 0.03 5.32 -1.27  0.343
H -1.77 1.47 -2.20  0.217
H -2.48 3.03 -2.62  0.486
H -2.56 2.46 -0.95  0.238
H 2.19 2.28 -1.55  0.675
C 3.15 2.42 0.37  -1.661
C 2.33 4.38 -0.99  -1.864
H 1.82 4.67 -1.92  0.284
H 3.40 4.53 -1.15  0.587
H 2.01 5.04 -0.17  0.322
H 2.74 2.10 1.33  0.216
H 3.86 3.24 0.57  0.437
H 3.72 1.57 -0.03  0.153
C -1.58 3.54 1.55  -1.348
H 0.16 4.65 0.88  0.547
C 0.74 3.37 2.51  -1.436
H -2.20 4.00 0.78  0.217
H -1.77 4.07 2.49  0.491
H -1.89 2.50 1.68  0.081
H 0.65 2.32 2.84  0.081
H 0.35 4.02 3.32  0.495
H 1.79 3.62 2.38  0.297
Cl 2.04 -0.01 2.75  -0.166
C 2.15 -0.74 1.11  -0.311
H 2.37 -1.81 1.24  0.359
H 2.93 -0.21 0.55  0.164

Output
**Max |F|**: 0.071 Eh/bohr
**2S+1**: 3
**Frontier orbital gap (alpha / beta)**: 6.710 / 6.837 eV
**Energy relative to the best compared isomer or geometry (same formula, charge and spin)**: 3.2 kcal per mole
**⟨S²⟩**: 2.320
**LUMO energy (alpha / beta)**: -0.14 / 0.42 eV
**E_tot**: -2882.3965 Ha

No. 6
ORCA calculation (wB97M-V/def2-TZVPD) on a molecular structure, C19H46B2O8Si2.

Each line ends with the Mulliken charge.
Geometry (Å):
C -6.08 4.84 -2.09  -1.301
C -4.96 4.48 -1.11  -0.398
C -4.36 3.10 -1.41  -0.754
C -3.68 2.46 -0.18  -0.621
C -2.31 1.81 -0.46  -0.490
Si -2.23 0.09 0.27  -0.272
C -2.46 0.13 2.13  -0.798
C -3.19 -1.13 2.64  -0.602
C -2.78 -1.51 4.07  -0.545
C -3.83 -2.37 4.78  -0.742
O -4.70 -1.62 5.61  -0.402
C -4.11 -1.16 6.81  -0.774
O -0.79 -0.66 -0.02  -0.234
Si -0.31 -1.17 -1.55  -0.190
C 0.47 0.29 -2.50  -0.670
O 1.89 0.09 -2.66  -0.396
C 2.61 0.64 -1.57  -0.324
C 4.02 0.06 -1.58  -0.262
O 4.50 0.03 -0.26  -0.404
C 5.65 -0.77 -0.08  -0.432
C 6.96 0.00 -0.22  -0.430
O 7.59 0.07 1.04  -0.367
C 8.99 0.31 0.98  -0.315
C 9.39 1.58 0.25  -1.037
C 1.04 -2.43 -1.34  -0.484
B 1.63 -2.82 -2.74  0.207
O 2.98 -3.11 -2.87  -0.649
O 0.79 -2.94 -3.85  -0.526
B -1.87 -2.03 -2.52  1.337
C -2.56 -3.30 -1.91  -1.088
O -2.30 -1.50 -3.71  -0.714
H -7.04 4.47 -1.73  0.323
H -6.17 5.92 -2.23  0.361
H -5.90 4.39 -3.07  0.340
H -4.16 5.22 -1.16  0.312
H -5.36 4.46 -0.10  0.339
H -5.17 2.45 -1.76  0.301
H -3.62 3.21 -2.20  0.352
H -4.37 1.73 0.27  0.308
H -3.54 3.25 0.56  0.357
H -2.11 1.78 -1.54  0.358
H -1.51 2.41 -0.01  0.409
H -3.36 -0.68 -0.31  -0.112
H -3.03 1.03 2.39  0.449
H -1.46 0.19 2.57  0.496
H -4.27 -0.96 2.59  0.328
H -2.94 -1.97 1.98  0.322
H -1.84 -2.07 4.02  0.269
H -2.58 -0.60 4.64  0.454
H -4.48 -2.84 4.04  0.389
H -3.35 -3.18 5.36  0.387
H -4.65 -1.57 7.66  0.265
H -4.15 -0.07 6.85  0.260
H -3.06 -1.46 6.89  0.360
H 0.04 0.39 -3.50  0.326
H 0.29 1.23 -1.96  0.447
H 2.63 1.73 -1.66  0.352
H 2.15 0.37 -0.61  0.247
H 4.67 0.65 -2.24  0.292
H 3.97 -0.95 -2.01  0.027
H 5.60 -1.21 0.92  0.392
H 5.63 -1.60 -0.80  0.203
H 7.63 -0.48 -0.95  0.375
H 6.73 1.01 -0.60  0.276
H 9.31 0.37 2.02  0.309
H 9.50 -0.56 0.53  0.326
H 9.07 1.59 -0.79  0.290
H 8.99 2.46 0.76  0.282
H 10.48 1.65 0.25  0.387
H 1.85 -2.07 -0.70  0.127
H 0.63 -3.32 -0.84  0.569
H 3.35 -2.76 -3.69  0.291
H 0.80 -2.19 -4.46  0.330
H -2.32 -4.19 -2.51  0.325
H -2.22 -3.51 -0.89  0.243
H -3.65 -3.20 -1.88  0.346
H -3.04 -2.00 -4.08  0.288

Output
**Max |F|**: 0.015 Eh/bohr
**2S+1**: 1
**Frontier orbital gap**: 9.273 eV
**LUMO energy**: 0.44 eV
**E_tot**: -1982.3346 Ha